# 1
{"formula": "C4H14N3", "method": "wB97M-V/def2-TZVPD", "e_lumo_ev": -2.799, "largest_force_ev_per_a": 1.09, "homo_lumo_gap_ev": 10.7, "e_tot_ev": -8838.1516, "charge": 1, "species": ["H", "C", "H", "H", "H", "H", "H", "H", "H", "C", "H", "N", "H", "N", "H", "N", "C", "C", "H", "H", "H"], "positions_angstrom": [[0.665526, 0.374989, 2.180256], [1.504379, 0.291492, 1.466764], [-0.341215, 1.932500, 0.749550], [-0.341236, 1.600403, -1.820288], [-0.612297, 0.102071, -0.717371], [0.616981, 2.969181, -0.329526], [2.058465, 2.243543, 1.289150], [-2.434710, -0.294702, 0.001657], [-1.739963, -2.668576, 0.559740], [0.505320, 1.956962, 0.048524], [-0.676870, -1.961314, -2.230639], [0.148445, 1.074238, -1.101618], [2.391524, 0.034707, 2.038951], [-1.473518, -0.633181, 0.028825], [1.029021, 0.750924, -1.512084], [1.707379, 1.507152, 0.687739], [-0.977996, -2.586695, -1.399085], [-1.419878, -2.049076, -0.272624], [-0.752328, -3.640724, -1.434285], [1.286287, -0.541579, 0.793662], [-1.143321, -0.462305, 0.972702]], "forces_ev_per_angstrom": [[0.072, 0.061, -0.022], [-0.289, -0.124, 0.052], [-0.227, 0.087, -0.165], [-0.019, 0.034, 0.008], [0.013, 0.815, 0.269], [0.142, 0.078, 0.135], [0.111, 0.008, -0.206], [0.038, 0.077, -0.085], [0.147, -0.086, -0.081], [-0.294, 0.153, 0.270], [0.045, -0.095, -0.090], [0.292, -0.762, -0.064], [0.077, 0.053, -0.115], [-0.066, 0.179, -0.843], [-0.137, 0.031, -0.010], [-0.029, -0.115, -0.064], [0.430, 0.856, 0.517], [0.087, -0.880, 0.484], [-0.487, -0.135, -0.231], [0.134, -0.055, 0.046], [-0.040, -0.182, 0.194]]}

---

# 2
{"formula": "C4H14N3", "method": "wB97M-V/def2-TZVPD", "e_lumo_ev": -3.000, "largest_force_ev_per_a": 1.58, "homo_lumo_gap_ev": 11.9, "e_tot_ev": -8839.4531, "charge": 1, "species": ["C", "H", "H", "C", "H", "H", "H", "N", "C", "H", "C", "H", "N", "H", "H", "H", "H", "N", "H", "H", "H"], "positions_angstrom": [[-0.264498, 2.020885, -0.882145], [2.929066, -1.654239, -0.654048], [1.917776, -2.671375, 0.202755], [1.905072, -1.691096, -0.275890], [-1.608588, -0.853062, 2.213128], [0.891768, 0.702284, 0.338640], [1.288886, -1.985960, -2.198675], [-0.837105, -0.489299, 1.671766], [0.803055, -1.582452, -1.309153], [-2.136188, 2.258174, 0.835441], [-0.989069, 0.668422, 1.009770], [-0.007674, -2.223597, -0.993448], [-2.181249, 1.273950, 1.029809], [-2.977757, 0.780173, 1.386095], [0.149539, 3.009816, -0.712408], [0.081025, 1.586874, -1.815088], [0.040887, -0.863293, 1.993648], [-0.025198, 1.101508, 0.215284], [1.828349, -0.990737, 0.571741], [-1.310511, 2.183070, -1.070880], [0.502413, -0.580048, -1.556343]], "forces_ev_per_angstrom": [[0.135, 0.488, -0.380], [-0.187, 0.606, -0.238], [-0.379, -0.114, -0.007], [0.656, -0.148, 1.187], [0.013, 0.346, 0.057], [0.025, -0.077, -0.211], [-0.687, -0.146, -0.304], [-0.417, -0.259, 0.749], [1.315, -0.824, -0.276], [-0.852, 0.053, -0.044], [-0.025, -1.139, -0.321], [-0.506, 0.156, -0.306], [1.000, -0.158, -0.217], [-0.266, 0.442, 0.200], [0.407, -0.051, -0.009], [0.489, 0.044, 0.033], [0.301, 0.123, -0.599], [-0.361, 0.611, 0.550], [0.156, 0.001, -0.174], [-0.557, -0.232, 0.269], [-0.262, 0.277, 0.042]]}

---

# 3
{"formula": "C4H14N3", "method": "wB97M-V/def2-TZVPD", "e_lumo_ev": -3.724, "largest_force_ev_per_a": 2.94, "homo_lumo_gap_ev": 10.5, "e_tot_ev": -8838.4432, "charge": 1, "species": ["C", "H", "H", "H", "H", "N", "H", "H", "C", "H", "H", "H", "H", "N", "N", "H", "C", "H", "C", "H", "H"], "positions_angstrom": [[-0.893700, -1.686334, 2.026531], [1.976328, 0.064030, 0.938012], [0.292609, -0.147226, 0.648358], [-0.825842, 0.795414, -2.610576], [2.248508, 2.540109, -1.548538], [1.174313, 0.297281, 0.398169], [0.044747, -2.018806, 2.513288], [-1.719272, -1.684855, 0.019548], [-0.897640, -2.211103, 0.571281], [3.293417, 1.462968, -0.835906], [-1.063868, -3.261770, 0.458969], [-1.613147, -2.088450, 2.772569], [-0.035786, -1.838737, 0.064531], [2.344821, 1.611464, -1.171153], [0.029299, 1.767844, -0.931525], [-1.441212, 0.186747, -1.085741], [-1.021364, 1.058212, -1.582491], [-0.028329, 2.808457, -0.692389], [1.204442, 1.205807, -0.554294], [-1.214880, -0.650628, 2.122071], [-1.853446, 1.789575, -1.520714]], "forces_ev_per_angstrom": [[-0.207, -1.374, 0.976], [0.669, -0.581, 0.007], [0.255, 0.518, 0.223], [0.248, 0.100, -0.343], [-0.049, 0.028, -0.647], [-0.198, -0.090, -0.520], [-0.108, 1.060, -0.188], [0.278, -0.705, 0.415], [-2.213, 1.872, 0.464], [-0.389, -0.485, 0.271], [0.297, -0.559, -0.017], [-0.082, -0.548, -1.091], [0.943, -0.561, -0.436], [-0.646, 0.588, 1.200], [0.996, 2.393, 0.629], [0.494, -0.190, 0.444], [-2.337, 0.966, 0.125], [-0.141, -2.227, -0.965], [1.026, -0.078, 0.245], [0.952, 0.498, -0.190], [0.210, -0.623, -0.604]]}

---

# 4
{"formula": "C4H14N3", "method": "wB97M-V/def2-TZVPD", "e_lumo_ev": [-2.719, -7.344], "largest_force_ev_per_a": 13.89, "homo_lumo_gap_ev": [7.6, 7.5], "e_tot_ev": -8832.6502, "multiplicity": 3, "charge": 1, "species": ["C", "H", "H", "H", "N", "H", "H", "N", "H", "H", "C", "C", "H", "H", "H", "H", "N", "H", "C", "H", "H"], "positions_angstrom": [[-1.223832, -0.438810, -0.108064], [-0.876585, 0.481717, -2.054752], [2.212009, -0.509196, -2.487896], [0.807112, 0.698530, 2.170398], [-0.317494, 0.200170, 0.474423], [-1.291729, -1.327721, 2.828132], [0.735009, 0.347012, -1.094344], [0.856703, 0.604380, -0.115051], [-0.535816, -1.351750, -1.907294], [-2.095733, -1.029507, 0.440050], [-0.465577, -0.628301, 3.015917], [-0.325033, 0.523620, 2.045864], [0.508366, -1.115561, 3.036308], [-0.905458, 1.433620, 2.034872], [-0.577261, -0.192034, 3.962936], [0.961323, 1.560135, 0.281959], [1.807103, 0.454717, -2.603653], [-2.131696, -0.704546, -2.002268], [-1.152576, -0.515209, -1.563193], [1.293830, 0.570093, -3.511434], [2.717336, 0.938641, -2.842910]], "forces_ev_per_angstrom": [[-9.626, -6.998, -4.508], [-0.015, -1.398, 0.543], [-1.102, 0.785, -0.661], [-1.878, 0.825, -0.142], [8.879, 5.847, 8.943], [0.295, 0.233, 0.083], [1.644, 1.004, -0.993], [-3.873, -0.562, 2.037], [0.384, 0.126, -0.221], [2.537, 1.382, -0.882], [-0.427, -0.669, -1.553], [3.063, -0.043, -2.598], [-0.335, -0.518, -0.059], [-0.458, 0.010, 0.929], [-0.406, 0.592, 1.448], [1.180, -0.660, -0.992], [2.019, -0.018, -1.705], [-0.101, -0.224, 0.162], [-1.027, 1.230, -1.532], [0.565, -0.841, 1.049], [-1.318, -0.103, 0.654]]}

---

# 5
{"formula": "C4H14N3", "method": "wB97M-V/def2-TZVPD", "e_lumo_ev": [-2.973, -6.759], "largest_force_ev_per_a": 4.68, "homo_lumo_gap_ev": [9.4, 6.9], "e_tot_ev": -8832.4161, "multiplicity": 3, "charge": 1, "species": ["H", "N", "H", "N", "N", "C", "H", "C", "H", "C", "H", "H", "H", "H", "H", "H", "H", "H", "H", "C", "H"], "positions_angstrom": [[2.788909, -2.228517, -0.301485], [-3.136715, -0.329293, 0.156550], [-1.508475, -1.065205, 1.276946], [0.047325, -0.199285, 0.647463], [-1.770003, -0.707785, 0.323256], [2.362782, -1.257006, 0.123615], [2.585704, -1.382492, 1.169093], [0.864931, -1.031251, -0.289165], [0.939090, 2.666568, -0.712629], [0.238851, 1.170820, 0.667351], [0.245139, 1.265673, -1.431636], [-3.220562, -0.033864, -0.791364], [-3.555498, 0.325438, 0.753161], [0.867214, -0.636626, -1.378408], [1.341966, 1.177048, 1.162980], [0.389475, -1.995279, -0.373980], [2.884451, -0.570982, -0.486360], [-0.715431, 2.586930, -0.812636], [-1.402670, -1.345844, -0.400414], [0.183956, 1.955608, -0.672257], [-0.430435, 1.635334, 1.369916]], "forces_ev_per_angstrom": [[-1.164, 0.899, 0.316], [1.773, -2.125, -1.659], [-1.522, 0.154, -1.462], [3.408, -0.257, -3.193], [-3.174, -1.290, 2.177], [-0.571, -2.113, -1.674], [-0.073, 0.831, 0.412], [0.717, 0.179, 0.301], [1.791, 0.930, -0.123], [3.246, 0.973, 1.796], [0.287, -1.168, -2.079], [-0.399, 0.324, -0.710], [0.009, 0.972, 1.562], [-0.227, -0.119, 1.808], [-1.971, 0.920, -1.058], [-0.383, -0.507, 0.207], [1.213, 1.309, 0.444], [0.039, -0.810, 0.401], [-0.943, 0.428, 0.386], [-1.749, 0.404, 1.667], [-0.308, 0.067, 0.481]]}

---

# 6
{"formula": "C4H14N3O", "method": "wB97M-V/def2-TZVPD", "e_lumo_ev": [0.717, 0.355], "largest_force_ev_per_a": 1.51, "homo_lumo_gap_ev": [3.9, 8.7], "e_tot_ev": -10888.9532, "multiplicity": 2, "species": ["H", "H", "H", "H", "N", "C", "H", "H", "H", "H", "C", "H", "C", "H", "H", "N", "O", "N", "H", "H", "C", "H"], "positions_angstrom": [[-2.089445, -0.037234, 0.802955], [-0.480576, 0.782849, 1.816243], [-0.920723, 0.010360, -3.129706], [1.001056, -1.032037, -1.395233], [0.726198, -1.414482, -0.480912], [-1.529909, -0.693164, 0.140335], [0.265373, 0.844922, -2.863433], [0.382710, -2.420063, -0.675208], [2.340196, 2.987560, 1.460464], [2.473429, 0.805004, 0.885355], [0.385254, 0.232308, 1.438746], [0.726875, 3.048440, 1.402830], [1.463143, 1.205892, 0.936000], [-3.270816, -1.125987, -0.844720], [1.183507, 1.391622, -0.114004], [-2.359592, -1.472062, -0.592655], [-0.267517, 0.161897, -2.429894], [1.499847, 2.460538, 1.670156], [-2.014015, -2.148408, -1.271302], [1.564586, -1.523107, 0.111326], [-0.201840, -0.592391, 0.298510], [0.730821, -0.391127, 2.263209]], "forces_ev_per_angstrom": [[0.022, 0.014, -0.057], [0.290, 0.261, 0.141], [-0.165, -0.403, 0.235], [-0.137, 0.221, -0.078], [0.266, -0.684, 0.736], [0.241, 0.773, 1.019], [0.261, 0.022, 0.302], [0.014, 0.280, 0.006], [-0.037, -0.141, 0.024], [-0.025, -0.352, 0.310], [-0.207, -0.147, -0.760], [-0.239, 0.075, 0.019], [-0.537, 0.484, -0.944], [0.016, 0.205, 0.270], [0.180, -0.024, -0.025], [-0.052, -0.958, -1.170], [-0.085, 0.606, -1.034], [0.282, 0.061, 0.511], [0.273, 0.288, 0.299], [0.317, -0.292, -0.358], [-0.824, -0.195, 0.519], [0.145, -0.093, 0.036]]}

---

# 7
{"formula": "C4H14N3O", "method": "wB97M-V/def2-TZVPD", "e_lumo_ev": -3.005, "largest_force_ev_per_a": 4.91, "homo_lumo_gap_ev": 9.6, "e_tot_ev": -10884.1664, "charge": 1, "species": ["H", "C", "C", "H", "H", "H", "H", "N", "H", "H", "O", "N", "C", "N", "H", "C", "H", "H", "H", "H", "H", "H"], "positions_angstrom": [[1.402119, 1.877052, 1.974562], [1.433208, 0.926539, 1.367181], [0.002913, -1.105781, -1.284152], [-1.217614, 0.342849, 0.820236], [2.401773, 0.390106, -0.620948], [-1.767187, 0.578242, 2.496920], [1.352194, 1.758229, -0.619947], [0.233112, -0.045509, -0.597928], [2.541602, 0.674655, 1.529877], [1.172899, -2.861042, -2.061349], [-2.842061, 0.337887, -1.471919], [-0.932561, 0.779966, 1.791912], [0.443585, 0.124815, 2.170631], [1.118275, -1.871914, -1.739732], [-3.438827, 0.986499, -1.680004], [1.433824, 0.663200, -0.138829], [-1.032478, 1.803043, 1.676724], [1.639695, -1.240735, -2.383530], [-3.206351, -0.476718, -1.940680], [0.568636, 0.225728, 3.350522], [0.465924, -0.896202, 1.720205], [-0.958854, -1.555244, -1.355975]], "forces_ev_per_angstrom": [[-0.094, 0.298, -2.179], [3.152, -0.338, 2.115], [3.872, -0.410, 1.500], [0.898, 0.970, 1.331], [-0.547, -0.655, 1.054], [2.337, 0.037, -1.645], [-0.113, -2.144, 0.745], [-1.882, 0.029, 0.285], [-1.638, -0.269, 0.928], [-1.021, 1.372, 0.300], [1.552, -4.318, -0.015], [-3.317, -1.875, 0.424], [-0.166, 0.123, 0.916], [0.456, 1.014, -1.522], [-2.362, 2.688, -0.831], [-1.059, 3.334, -3.451], [1.049, -0.456, 0.003], [-0.011, -1.128, 0.824], [0.712, 1.626, 0.939], [-0.221, -0.512, -2.782], [-0.738, 0.516, 1.103], [-0.859, 0.096, -0.039]]}

---

# 8
{"formula": "C4H14N3O", "method": "wB97M-V/def2-TZVPD", "e_lumo_ev": -2.944, "largest_force_ev_per_a": 5.03, "homo_lumo_gap_ev": 10.2, "e_tot_ev": -10885.6425, "charge": 1, "species": ["O", "C", "H", "C", "H", "H", "H", "H", "H", "H", "H", "H", "N", "N", "N", "H", "H", "H", "H", "C", "H", "C"], "positions_angstrom": [[-1.685364, -1.493158, -2.264738], [-1.235821, -0.474304, -3.138076], [2.031519, -2.207815, 2.170099], [1.486457, -1.322790, 2.064299], [-1.557993, 2.548390, 0.987246], [-2.058387, 0.250607, -3.341166], [-0.679846, -0.658329, 0.761129], [1.841644, 1.831426, 1.003576], [-2.160085, 1.239879, 0.616678], [0.729197, 3.085396, 1.098181], [1.416426, -1.773815, 0.009807], [-1.017421, -0.990431, -3.971647], [0.090584, -0.091091, 0.473652], [-1.365600, 1.626874, 1.046485], [0.837961, 2.127224, 0.950838], [2.248942, -0.248411, 0.090722], [-2.622871, -1.694524, -2.573047], [2.074247, -0.569882, 2.705937], [-0.341753, -0.110966, -2.702286], [-0.074431, 1.219249, 0.766095], [0.641604, -1.500152, 2.631412], [1.401000, -0.793387, 0.614810]], "forces_ev_per_angstrom": [[-2.678, -0.565, 0.528], [-1.959, 0.629, 1.824], [1.097, -1.402, -0.362], [3.578, 3.515, 0.412], [0.028, 4.011, 0.317], [0.982, -0.004, 0.241], [-0.579, -0.274, -0.216], [-1.471, 0.317, -0.213], [-0.668, -1.764, -0.683], [-0.903, 1.437, 0.203], [-0.744, 1.722, 0.303], [1.086, -1.036, -3.594], [1.756, 1.600, -0.043], [1.609, -2.540, -0.139], [4.165, -2.051, -0.376], [-0.975, -0.186, 1.400], [1.887, 0.034, 0.829], [-0.793, -0.944, -0.747], [0.704, 0.998, 0.277], [-3.203, -1.116, 0.609], [-2.492, -0.057, 0.360], [-0.427, -2.323, -0.931]]}